C25H32BO4Rh as an isolated structure in a non-equilibrium geometry, computed with ωB97M-V/def2-TZVPD.

Properties
- Spin multiplicity: 5
- ΔE to the lowest compared entry with this formula, charge and spin: 0.000 eV
- Frontier orbital gap (spin up / spin down): 5.7 / 7.0 eV
- E_HOMO (spin up / spin down): -5.111 / -8.369 eV
- E: -38311.2756 eV

XYZ file:
```
63
Properties=species:S:1:pos:R:3:forces:R:3:mulliken_charge:R:1
O -0.4122 -1.0579 -2.4208 -0.227 0.917 -2.484 0.166
C -0.7301 0.1353 -3.2431 -0.052 1.273 0.621 -0.117
C -0.1859 -0.4076 -4.5336 0.110 -0.251 0.144 -0.862
H -0.1495 1.0138 -2.9779 -0.263 -0.122 0.470 -0.384
H -1.7975 0.3539 -3.2264 -0.054 -0.044 0.087 0.328
C -0.1595 -1.7044 -3.7343 -0.016 -1.315 -0.896 1.640
H 0.8070 -0.0111 -4.7689 -0.125 -0.112 0.158 0.312
H -0.7963 -0.3709 -5.4343 -0.176 -0.142 0.185 0.358
C 1.1552 -2.4175 -3.7998 0.087 -0.233 0.172 -1.787
H 1.9488 -1.7541 -3.4470 0.038 -0.227 0.020 0.313
H 1.3469 -2.6928 -4.8455 0.045 0.050 0.238 0.462
H 1.0914 -3.3293 -3.2035 0.348 0.024 0.004 0.295
C -1.2939 -2.6376 -4.1590 -0.009 -0.210 0.214 -1.781
H -2.2645 -2.1341 -4.2482 0.215 0.002 0.209 0.418
H -1.3751 -3.4773 -3.4569 -0.098 0.196 -0.059 0.326
H -1.0647 -3.0611 -5.1465 0.033 0.135 0.189 0.410
Rh -0.2869 -1.6087 0.1523 -7.197 5.015 -2.149 0.197
C -2.5484 -1.6748 2.5420 -0.618 0.432 2.387 -1.360
C -2.3959 -0.1802 2.6242 2.184 -0.190 -1.023 0.612
C -2.7197 0.2298 1.2341 -1.597 1.332 0.447 -1.517
H -2.8589 0.3691 3.4404 -0.371 -0.134 0.052 0.708
C -2.6519 -0.8833 0.3715 0.799 -3.355 0.359 -0.168
C -2.4390 -2.0763 1.2124 -0.106 1.539 -4.347 -0.379
H -2.3885 -3.0780 0.7731 -0.563 0.410 0.563 0.760
H -3.0385 -2.2472 3.3273 0.324 -0.041 -0.188 0.361
H -3.1200 1.2057 1.0159 0.020 0.044 -0.271 0.460
H -3.0101 -0.9472 -0.6512 0.263 0.108 0.124 0.664
C 0.5529 -2.3078 1.8526 1.017 -1.815 2.430 -0.937
C 0.2191 -3.3752 0.9358 1.696 -1.115 1.095 -1.265
C 0.9878 -3.1570 -0.2529 0.822 -1.040 -0.822 0.082
H -0.5383 -4.1228 1.0888 0.322 -0.398 0.140 0.685
C 1.6430 -1.8698 -0.1376 2.853 -1.494 0.359 -1.608
C 1.4727 -1.4215 1.2277 1.383 -0.061 0.288 0.412
H 2.0952 -0.6774 1.7301 -0.647 0.093 -0.266 0.450
H 0.2582 -2.2778 2.9076 0.061 0.102 -0.616 0.623
H 1.0360 -3.8500 -1.0992 -0.151 0.519 0.320 0.351
H 2.2876 -1.3903 -0.8733 -0.100 -0.502 0.314 0.924
O 2.2113 1.8335 -2.4836 -1.365 -0.138 1.367 -0.456
C 1.7114 1.2591 -1.2286 0.507 -0.587 0.100 0.958
C 0.4427 2.0221 -0.8056 -0.092 -0.364 -0.562 0.538
H 2.5108 1.3068 -0.4458 -0.472 0.198 -0.553 0.353
H 1.4943 0.1796 -1.3810 0.075 1.002 -0.168 -1.216
C 0.5810 3.3803 -1.4873 0.665 -0.079 -0.238 -0.690
H 0.3014 2.0397 0.2756 0.089 0.108 -0.211 -0.082
H -0.4343 1.5439 -1.2607 0.225 -0.101 0.583 -0.083
C 1.5719 3.1081 -2.6341 0.814 0.669 -0.880 -0.555
H 0.9824 4.1334 -0.8106 -0.028 0.056 -0.009 0.315
H -0.3484 3.7406 -1.9184 -0.183 0.091 0.237 0.303
H 2.3804 3.8583 -2.6699 -0.309 -0.054 0.109 0.359
H 1.0945 3.1588 -3.6343 0.033 -0.232 0.456 0.223
O -0.1564 -0.1325 3.9564 -0.101 -0.030 -0.583 -0.513
B -0.8544 0.2630 2.7689 1.156 1.233 2.242 0.918
O -0.3442 1.5504 2.3930 -0.024 -0.832 -0.016 -0.483
C 0.4641 1.9918 3.4343 -1.031 -1.381 1.155 0.887
C 0.6993 3.3035 3.7689 0.339 0.489 -0.166 -0.701
C 0.9539 3.5907 5.1160 0.349 -0.246 -0.023 -0.583
C 1.0204 2.5719 6.0771 0.204 0.263 -0.165 -0.437
C 0.7865 1.2327 5.7465 0.437 -0.161 0.207 -0.977
C 0.5396 0.9645 4.4174 -1.285 0.761 -1.058 0.182
H 0.6628 4.0882 3.0093 -0.272 -0.194 0.333 0.445
H 1.0658 4.6348 5.4132 0.140 -0.363 -0.038 0.359
H 1.2658 2.8345 7.1022 -0.210 -0.033 -0.099 0.362
H 0.7212 0.4355 6.5054 0.088 0.536 -0.485 0.418
```
Forces are in eV/Å.

=====

A 8-piece molecular cluster, C25H32Br4F3N3O6 overall in a non-equilibrium geometry, computed with ωB97M-V/def2-TZVPD.

Properties
- SMILES: C[N+](=O)[O-].C[N+](=O)[O-].C[N+](=O)[O-].Fc1ccccc1.Fc1ccccc1.Fc1ccccc1.BrCCBr.BrCCBr
- Frontier orbital gap: 9.7 eV
- E_HOMO: -9.584 eV
- E: -331513.2089 eV

XYZ file:
```
73
Properties=species:S:1:pos:R:3:forces:R:3:mulliken_charge:R:1
C 3.5084 1.2057 -2.9001 1.385 -0.295 -0.178 -0.402
N 4.6157 0.2386 -3.2482 0.010 -0.206 -0.707 0.959
O 5.7004 0.3850 -2.7242 -0.226 0.105 0.291 -0.563
O 4.3724 -0.6022 -4.0915 -0.205 -0.049 0.210 -0.555
H 2.9008 0.7080 -2.1523 -0.140 0.187 0.034 0.046
H 2.9952 1.4180 -3.8286 -0.244 -0.027 0.105 0.194
H 4.0879 2.0491 -2.5406 -0.595 0.244 0.304 0.329
C 1.4323 -3.8945 -2.5292 0.307 0.367 0.477 -0.688
N 2.4056 -4.2928 -3.5719 -0.127 -0.761 -0.816 0.949
O 2.2900 -3.8037 -4.6786 -0.023 0.307 0.243 -0.541
O 3.2090 -5.1608 -3.2914 -0.048 0.317 0.324 -0.556
H 0.6719 -3.2574 -2.9647 -0.049 -0.165 -0.145 0.156
H 1.9864 -3.3389 -1.7755 0.071 0.019 0.051 0.280
H 1.0496 -4.7949 -2.0621 -0.045 -0.067 -0.150 0.365
C 5.2660 0.5978 3.8923 -0.250 0.768 -0.987 -0.548
N 5.2100 -0.7500 4.4713 0.306 -0.772 0.459 0.922
O 6.0251 -1.0172 5.3307 -0.015 0.226 -0.024 -0.547
O 4.3747 -1.5319 4.0578 -0.087 0.377 -0.111 -0.492
H 4.5650 0.6312 3.0638 -0.071 -0.021 0.116 0.074
H 6.2531 0.8071 3.4888 0.159 -0.298 0.270 0.296
H 5.0208 1.3596 4.6259 -0.019 -0.256 0.261 0.293
Br 3.5746 -1.4353 0.4830 -0.370 0.016 0.197 -0.186
C 2.1508 -0.7035 1.6329 -0.260 0.049 -0.576 -0.276
C 1.0792 -0.1392 0.7202 0.541 0.015 -1.147 0.279
Br -0.3233 0.8377 1.6479 0.454 -0.200 -0.069 -0.056
H 2.6617 0.0362 2.2328 -0.232 0.087 0.166 0.215
H 1.7216 -1.4995 2.2295 0.344 -0.093 0.153 0.149
H 0.6508 -0.9046 0.0745 -0.451 -0.356 0.674 0.035
H 1.4907 0.5004 -0.0651 0.121 0.545 0.561 -0.108
Br -0.6268 -3.1354 2.6479 -0.451 0.032 -0.203 -0.077
C -2.3473 -3.0109 1.7414 -0.456 0.035 -0.568 0.094
C -2.6383 -4.1692 0.8258 0.758 -0.620 -0.037 -0.674
Br -1.3869 -4.2615 -0.7024 -0.384 0.083 0.317 -0.144
H -2.4064 -2.0953 1.1570 0.387 0.152 0.238 -0.196
H -3.1421 -2.9649 2.4848 0.226 -0.026 0.238 0.252
H -3.6344 -4.1241 0.3960 -0.005 0.193 0.014 0.421
H -2.4936 -5.1270 1.3195 -0.117 0.027 0.024 0.477
F -2.7844 -0.1001 -0.5050 0.159 -0.127 0.103 -0.242
C -1.9982 0.2644 -1.5478 -0.491 -0.064 -0.161 0.735
C -1.0545 -0.6319 -2.0262 -0.396 0.271 0.006 0.252
C -0.3336 -0.2343 -3.1397 0.241 -0.020 -0.555 -0.439
C -0.5345 1.0065 -3.7399 0.199 0.164 0.429 -0.937
C -1.5231 1.8536 -3.2604 -0.103 -0.439 0.019 -0.465
C -2.2839 1.4677 -2.1587 0.490 0.521 -0.258 -0.718
H -0.9672 -1.6108 -1.5678 0.060 0.094 -0.068 -0.035
H 0.3499 -0.9042 -3.6519 0.166 -0.079 0.388 0.366
H 0.1547 1.3334 -4.5076 -0.294 -0.114 -0.309 0.459
H -1.7636 2.7744 -3.7727 0.175 0.136 0.123 0.464
H -3.0185 2.1679 -1.7855 -0.197 -0.316 0.214 0.450
F -3.5010 -1.2668 6.0375 0.155 0.153 0.185 -0.323
C -3.9608 -0.9624 4.8188 -0.311 -0.094 -1.044 0.338
C -3.1285 -0.3940 3.8664 0.586 -0.070 0.255 -0.306
C -3.5907 -0.1917 2.5788 -1.017 0.583 -0.046 -0.257
C -4.9081 -0.5234 2.2449 0.564 0.210 0.259 -0.452
C -5.7274 -1.0711 3.2141 -0.426 -0.149 -0.320 -0.348
C -5.2669 -1.2988 4.4996 0.500 -0.371 0.578 -0.490
H -2.0974 -0.1593 4.1038 -0.059 0.023 0.145 0.402
H -2.9904 0.3379 1.8540 0.173 -0.296 -0.011 0.154
H -5.2955 -0.3415 1.2517 0.079 0.015 -0.037 0.447
H -6.7375 -1.3263 2.9151 -0.033 -0.096 0.299 0.361
H -5.8085 -1.8225 5.2784 -0.388 0.171 -0.193 0.413
F 1.8113 3.5573 -2.5611 -0.002 -0.053 -0.221 -0.276
C 0.7455 4.1509 -1.9920 -0.965 0.428 -0.148 0.203
C -0.0522 5.0295 -2.7148 0.566 -0.070 -0.014 -0.436
C -1.1345 5.5898 -2.0651 -0.408 0.013 0.435 -0.519
C -1.3944 5.3182 -0.7172 0.072 0.180 0.102 -0.410
C -0.5313 4.5246 0.0278 -0.325 -0.141 -1.186 -0.823
C 0.4589 3.8529 -0.6852 1.064 -0.302 0.936 0.201
H 0.1966 5.2907 -3.7351 -0.034 -0.073 -0.017 0.441
H -1.7812 6.2791 -2.5920 -0.024 -0.074 -0.078 0.387
H -2.2721 5.7151 -0.2225 0.092 0.327 -0.130 0.404
H -0.6716 4.4447 1.0948 0.041 -0.437 0.004 0.439
H 1.1239 3.1209 -0.2351 -0.108 0.159 0.310 0.383
```
Forces are in eV/Å.

=====

A 3-piece molecular cluster, C25H32Cl2FN3O7 overall in a non-equilibrium geometry, computed with ωB97M-V/def2-TZVPD.

Properties
- SMILES: C/C(Cl)=C(/Cl)c1nc2cc(C)c(CCN)c(C[C@H](C)F)c2nc1O.C[C@@H]1COC(=O)O1.C[C@@H]1COC(=O)O1
- Frontier orbital gap: 8.4 eV
- E_HOMO: -8.637 eV
- E: -73010.3569 eV

XYZ file:
```
70
Properties=species:S:1:pos:R:3:forces:R:3:mulliken_charge:R:1
C 3.9938 1.9168 1.7671 0.135 -0.411 0.156 -1.170
C 4.7938 1.5784 0.5489 0.126 0.163 -0.176 0.396
Cl 6.4537 2.0501 0.5622 0.114 0.025 0.063 -0.212
C 4.2800 0.9372 -0.4899 0.073 0.145 0.173 -0.108
Cl 5.1994 0.5196 -1.8836 -0.011 -0.103 -0.153 -0.225
C 2.8487 0.5643 -0.4961 0.050 0.282 -0.254 0.253
N 1.9870 1.4281 -0.9466 -0.222 -0.122 0.109 -0.638
C 0.6741 1.0616 -0.9022 0.127 0.208 -0.088 -0.242
C -0.3031 1.9617 -1.3671 -0.683 -0.185 0.105 -0.888
C -1.6484 1.6626 -1.3073 0.908 -0.043 0.153 0.924
C -2.6355 2.6678 -1.8323 0.362 -0.380 -0.203 -1.814
C -2.0589 0.4038 -0.7587 0.353 -0.122 -0.169 0.033
C -3.5395 0.1203 -0.6275 0.281 -0.042 0.966 -1.077
C -3.9881 0.3108 0.8501 0.909 0.937 -0.726 -0.690
N -3.7162 1.7150 1.1938 -0.055 -0.148 -0.306 -0.340
C -1.1028 -0.5208 -0.3475 -0.189 0.267 -0.039 1.104
C -1.4509 -1.8899 0.1746 -0.032 -0.218 -0.041 -1.517
C -1.0415 -2.9997 -0.7823 -0.187 0.028 -0.293 0.815
C -1.9388 -3.1526 -2.0025 -0.086 -0.091 -0.066 -1.252
F -1.0799 -4.2021 -0.0672 0.035 -0.178 0.169 -0.408
C 0.2867 -0.1892 -0.4008 -0.717 -0.211 -0.049 0.665
N 1.2075 -1.0937 0.0474 0.088 0.474 -0.237 -0.421
C 2.4386 -0.7037 -0.0132 0.039 -0.616 0.357 0.641
O 3.4207 -1.5312 0.4418 0.290 0.228 -0.321 -0.563
H 4.5696 2.5295 2.4482 0.012 0.204 0.022 0.398
H 3.7643 0.9858 2.2849 -0.118 -0.045 0.155 0.272
H 3.0582 2.3992 1.5111 -0.102 0.168 -0.046 0.296
H 0.0319 2.9112 -1.7525 0.085 0.125 -0.082 0.461
H -3.3382 2.9430 -1.0579 -0.208 0.138 0.041 0.283
H -3.1541 2.2520 -2.6949 -0.291 -0.016 0.013 0.376
H -2.1046 3.5403 -2.1936 0.041 0.246 0.084 0.418
H -4.1033 0.8295 -1.2198 -0.176 -0.172 -0.335 0.685
H -3.7432 -0.8992 -0.9278 -0.301 -0.120 -0.284 0.034
H -3.3372 -0.2866 1.4747 -0.225 -0.301 0.277 0.420
H -5.0346 0.0414 0.9692 -0.086 -0.251 0.140 0.388
H -4.5076 2.2957 0.9616 -0.052 0.140 0.225 0.214
H -3.4496 1.8349 2.1579 -0.249 -0.082 0.043 0.054
H -0.9526 -2.0966 1.1187 0.177 0.150 0.087 0.507
H -2.5125 -1.9944 0.3599 -0.224 0.038 0.040 0.494
H -0.0124 -2.8670 -1.0919 0.220 0.016 0.063 0.142
H -1.3836 -3.1449 -2.9350 0.106 0.071 -0.087 0.306
H -2.7100 -2.3930 -2.0571 -0.039 0.237 -0.018 0.261
H -2.4467 -4.1101 -1.9464 -0.052 -0.163 0.076 0.388
H 3.2690 -2.4140 0.0920 -0.225 -0.216 0.269 0.354
C -2.1277 3.7245 6.8761 0.223 -0.183 -0.106 -1.439
C -3.2563 3.1932 6.0312 0.203 0.139 0.226 0.524
C -4.2910 2.3736 6.7656 -0.165 0.015 0.008 -0.523
O -4.7919 1.5244 5.7217 0.056 0.021 0.076 -0.305
C -3.8005 1.3687 4.8154 0.062 -0.023 0.114 0.600
O -3.8161 0.5864 3.9209 0.000 -0.060 0.093 -0.514
O -2.7853 2.2296 5.0673 -0.152 0.039 -0.076 -0.335
H -1.3619 4.1783 6.2482 -0.057 0.069 -0.009 0.356
H -2.4978 4.4770 7.5718 -0.036 0.008 -0.008 0.386
H -1.6538 2.9218 7.4423 -0.060 -0.018 0.021 0.353
H -3.7310 4.0071 5.4757 -0.044 -0.032 -0.017 0.264
H -5.0953 2.9670 7.1926 -0.108 -0.076 -0.123 0.307
H -3.8504 1.7426 7.5406 0.075 0.053 0.012 0.312
C 4.9709 -1.4841 -5.0867 0.016 0.070 -0.341 -1.218
C 4.1689 -2.7526 -4.9644 0.196 0.260 0.013 0.524
C 4.9582 -3.9879 -4.6014 -0.040 -0.129 0.118 -0.477
O 4.1541 -5.0318 -5.1676 0.076 0.071 0.007 -0.331
C 3.4799 -4.5020 -6.2204 0.025 0.090 0.005 0.636
O 2.8667 -5.1310 -7.0156 -0.043 -0.060 -0.063 -0.523
O 3.6110 -3.1508 -6.2308 -0.064 -0.105 0.101 -0.372
H 4.3547 -0.6785 -5.4845 -0.046 0.008 0.100 0.369
H 5.3506 -1.1806 -4.1125 -0.030 -0.040 0.024 0.197
H 5.8124 -1.6157 -5.7686 0.008 -0.083 0.027 0.367
H 3.3358 -2.6082 -4.2696 -0.008 -0.050 0.011 0.235
H 5.0723 -4.1334 -3.5301 -0.098 -0.134 -0.018 0.306
H 5.9401 -4.0099 -5.0798 0.009 0.098 -0.005 0.289
```
Forces are in eV/Å.